{"formula": "C4H14N3", "method": "ωB97M-V/def2-TZVPD", "species": ["C", "C", "N", "C", "H", "H", "H", "H", "H", "H", "H", "H", "H", "H", "N", "C", "N", "H", "H", "H", "H"], "positions_angstrom": [[1.056, 1.297, -2.279], [0.562, 0.088, -1.454], [1.735, -0.822, -1.177], [1.423, -2.006, -0.366], [1.676, 0.994, -3.115], [0.182, 1.835, -2.580], [1.642, 1.955, -1.654], [0.210, 0.439, -0.474], [-0.154, -0.525, -1.980], [2.568, -0.452, -0.710], [2.120, -1.231, -2.035], [1.102, -1.679, 0.626], [2.294, -2.683, -0.346], [0.551, -2.554, -0.759], [-2.398, 1.486, 1.525], [-1.608, 0.620, 2.320], [-1.116, -0.467, 1.813], [-3.253, 1.812, 1.932], [-2.593, 0.989, 0.680], [-1.444, 0.862, 3.376], [-1.049, -1.147, 2.593]], "forces_ev_per_angstrom": [[-0.093, -1.016, 0.820], [1.446, 1.246, 0.194], [0.736, -1.289, -0.367], [-1.045, -1.336, 0.949], [-0.181, 0.002, -0.359], [-0.363, 0.399, -0.525], [0.205, 0.217, 0.233], [-0.217, -0.484, -0.333], [-0.280, -0.099, 0.045], [-0.439, 1.020, -0.177], [-0.286, 0.632, -0.284], [0.346, -0.034, -0.026], [-0.407, 0.437, 0.148], [0.450, 0.320, -0.213], [1.854, -0.882, 0.782], [-0.883, -0.615, -0.844], [-1.121, 0.315, 0.729], [-0.002, 0.390, 0.511], [-0.229, -0.125, -0.597], [-0.608, 0.219, -0.192], [1.118, 0.685, -0.495]], "charge": 1, "de_lowest_kj_mol": 161.7, "lumo_energy_ha": -0.1163, "e_tot_ev": -8838.346, "multiplicity": 1}

---

{"formula": "C4H14N3O", "method": "ωB97M-V/def2-TZVPD", "species": ["C", "N", "C", "O", "H", "H", "H", "H", "H", "H", "C", "N", "C", "N", "H", "H", "H", "H", "H", "H", "H", "H"], "positions_angstrom": [[2.043, -2.356, 0.465], [1.574, -2.491, -0.919], [0.155, -2.014, -1.030], [-0.035, -0.735, -0.652], [1.609, -1.443, 0.896], [3.130, -2.281, 0.476], [1.728, -3.211, 1.066], [2.112, -1.835, -1.455], [-0.396, -2.753, -0.412], [-0.097, -2.179, -2.093], [-0.040, 2.638, -0.316], [-1.365, 2.099, -0.561], [-2.028, 1.636, 0.668], [-1.381, 0.604, 1.428], [0.336, 3.167, -1.198], [-0.052, 3.366, 0.503], [0.678, 1.842, -0.078], [-1.219, 1.261, -1.124], [-3.015, 1.291, 0.346], [-2.194, 2.534, 1.277], [-0.954, -0.078, 0.749], [-0.590, 0.937, 1.965]], "forces_ev_per_angstrom": [[-0.344, 0.408, -0.387], [-0.108, -0.503, 0.410], [0.374, 0.438, 0.189], [-0.168, 0.007, -0.007], [0.177, -0.052, 0.178], [0.068, -0.107, 0.138], [0.033, -0.112, 0.000], [0.207, 0.388, -0.357], [-0.225, -0.084, -0.074], [-0.131, -0.235, -0.112], [0.397, -0.122, -0.020], [-0.155, -0.029, -0.050], [0.010, 0.602, -0.395], [0.301, -0.829, -0.053], [-0.106, -0.080, 0.005], [-0.130, -0.035, 0.043], [0.050, 0.124, 0.084], [0.007, -0.057, -0.019], [0.014, -0.119, 0.075], [0.006, -0.112, 0.156], [-0.225, 0.179, 0.228], [-0.053, 0.331, -0.031]], "charge": -1, "de_lowest_kj_mol": 0.0, "lumo_energy_ha": 0.1512, "e_tot_ev": -10892.724, "multiplicity": 1}

---

{"formula": "C4H14N3O", "method": "ωB97M-V/def2-TZVPD", "species": ["C", "C", "C", "C", "N", "N", "N", "H", "H", "H", "H", "H", "H", "H", "H", "H", "H", "H", "H", "H", "H", "O"], "positions_angstrom": [[-1.735, -0.965, 0.981], [-0.473, -0.349, 1.612], [0.498, 0.311, 0.665], [1.796, 0.223, 0.882], [2.683, 0.847, -0.054], [-0.015, 1.323, -0.246], [-1.445, -1.567, -0.318], [-2.490, -0.173, 0.941], [-2.143, -1.625, 1.747], [0.070, -1.187, 2.037], [-0.751, 0.371, 2.382], [2.310, -0.385, 1.615], [2.986, 0.256, -0.813], [3.492, 1.230, 0.397], [-0.788, 1.798, 0.230], [-0.368, 1.079, -1.193], [0.747, 2.007, -0.356], [-1.261, -2.558, -0.222], [-2.322, -1.547, -0.833], [0.489, 0.271, -3.105], [-0.890, 0.020, -3.424], [-0.391, 0.619, -2.925]], "forces_ev_per_angstrom": [[0.286, 0.817, 0.818], [-0.060, -0.370, -0.716], [-0.610, -0.869, 1.536], [1.485, 0.004, -1.940], [-0.617, 0.718, 0.175], [-0.105, 1.008, 0.315], [-0.919, 0.146, -0.043], [-0.040, -0.086, -0.688], [-0.052, -0.379, -0.153], [0.231, 0.199, 0.437], [-0.045, -0.146, 0.260], [-0.750, -0.158, 0.411], [-0.086, -0.189, 0.011], [0.447, 0.100, 0.121], [0.019, 0.037, -0.065], [0.242, -0.778, -0.118], [0.054, -0.108, -0.294], [0.285, -0.021, 0.134], [0.176, -0.016, -0.228], [0.382, 0.300, 0.130], [-1.863, -1.268, -1.066], [1.541, 1.057, 0.962]], "charge": 1, "de_lowest_kj_mol": 193.4, "lumo_energy_ha": -0.1086, "e_tot_ev": -10886.156, "multiplicity": 1}

---

{"formula": "C4H14N3O", "method": "ωB97M-V/def2-TZVPD", "species": ["C", "C", "O", "H", "H", "H", "H", "H", "H", "C", "C", "N", "N", "N", "H", "H", "H", "H", "H", "H", "H", "H"], "positions_angstrom": [[-2.367, -0.545, 1.197], [-1.285, -0.999, 2.145], [-1.796, 0.009, -0.008], [-2.919, -1.416, 0.866], [-3.079, 0.136, 1.656], [-0.603, -1.648, 1.604], [-2.042, 0.940, -0.073], [-1.737, -1.540, 2.976], [-0.644, -0.195, 2.528], [0.199, 0.524, -2.471], [1.619, 0.394, -0.405], [0.768, 0.982, -1.207], [2.225, -0.767, -0.749], [2.056, 0.992, 0.700], [0.460, 1.902, -0.927], [2.140, -1.076, -1.700], [2.368, -1.451, -0.025], [1.626, 1.833, 1.051], [2.889, 0.715, 1.195], [-0.850, 0.291, -2.322], [0.671, -0.385, -2.814], [0.301, 1.305, -3.217]], "forces_ev_per_angstrom": [[0.188, -0.230, -0.406], [0.308, 0.286, -0.002], [0.066, 0.536, 0.184], [-0.249, -0.179, 0.060], [0.036, 0.203, 0.034], [-0.034, -0.410, -0.030], [-0.114, -0.257, 0.089], [0.176, -0.024, 0.049], [-0.426, 0.109, 0.065], [-0.308, -0.307, 0.254], [1.168, -0.505, -0.623], [-0.172, 0.793, -0.073], [-0.406, 0.359, 0.103], [-0.469, 0.532, 0.801], [0.113, -0.029, 0.002], [-0.095, -0.313, 0.132], [0.231, -0.068, -0.107], [-0.136, -0.117, -0.093], [-0.056, -0.331, -0.304], [-0.151, 0.005, 0.025], [0.181, -0.036, -0.128], [0.147, -0.016, -0.032]], "charge": 1, "de_lowest_kj_mol": 98.5, "lumo_energy_ha": -0.1095, "e_tot_ev": -10887.140, "multiplicity": 1}

---

{"formula": "C4H14N3O", "method": "ωB97M-V/def2-TZVPD", "species": ["C", "C", "C", "C", "N", "N", "N", "H", "H", "H", "H", "H", "H", "H", "H", "H", "H", "H", "H", "H", "H", "O"], "positions_angstrom": [[0.682, 0.797, 0.435], [-0.003, 0.333, -0.853], [-0.862, -0.940, -0.863], [-1.220, -1.556, -1.983], [-2.132, -2.561, -2.091], [-1.363, -1.438, 0.434], [-0.183, 0.796, 1.607], [1.014, 1.820, 0.249], [1.545, 0.159, 0.644], [0.721, 0.296, -1.651], [-0.673, 1.111, -1.164], [-0.889, -1.198, -2.954], [-2.393, -3.112, -1.281], [-2.088, -3.110, -2.931], [-1.103, -2.418, 0.589], [-2.387, -1.440, 0.444], [-0.967, -0.845, 1.224], [-1.051, 1.305, 1.455], [0.261, 1.218, 2.412], [4.053, 3.249, 1.476], [4.281, 3.878, 2.808], [4.757, 3.657, 1.996]], "forces_ev_per_angstrom": [[0.319, 0.093, -0.348], [-0.930, -0.336, 0.403], [1.433, 0.741, 0.088], [-0.413, -0.032, -0.143], [-0.224, -0.705, 0.287], [-0.155, -0.479, -0.037], [-1.031, -0.780, 0.173], [0.412, -0.111, -0.221], [-0.012, 0.155, 0.064], [0.397, -0.275, -0.148], [-0.436, 0.797, -0.068], [0.254, 0.154, 0.290], [0.073, 0.116, -0.286], [-0.133, -0.059, -0.098], [0.226, 0.134, 0.061], [-0.009, 0.313, 0.277], [-0.131, 0.151, -0.241], [0.253, 0.252, -0.104], [0.094, -0.145, 0.046], [0.310, 0.039, -0.186], [0.351, 0.142, 0.061], [-0.649, -0.166, 0.129]], "charge": 1, "de_lowest_kj_mol": 206.0, "lumo_energy_ha": -0.1223, "e_tot_ev": -10886.026, "multiplicity": 1}

---

{"formula": "C4H14N3O", "method": "ωB97M-V/def2-TZVPD", "species": ["C", "C", "C", "N", "N", "N", "H", "H", "H", "H", "H", "H", "H", "H", "H", "H", "C", "O", "H", "H", "H", "H"], "positions_angstrom": [[1.595, -0.817, 0.358], [2.017, -1.309, 1.718], [-0.458, 0.716, 1.054], [0.306, -0.078, 0.231], [-0.127, 0.938, 2.410], [-1.520, 1.456, 0.424], [2.443, -0.136, -0.011], [1.669, -1.762, -0.116], [1.402, -1.957, 2.335], [2.272, -0.544, 2.469], [-0.186, -0.341, -0.691], [0.337, 0.068, 2.752], [-0.762, 1.367, 3.029], [-1.779, 1.092, -0.528], [-1.993, 2.184, 0.788], [3.056, -1.754, 1.442], [-1.099, 0.244, -3.209], [-1.740, -0.386, -2.078], [-2.698, -0.300, -2.060], [-0.616, 1.141, -2.869], [-0.482, -0.532, -3.406], [-1.637, 0.710, -4.042]], "forces_ev_per_angstrom": [[1.068, 2.002, 1.620], [2.795, 0.639, 1.228], [-0.538, 1.799, -0.531], [-2.398, -0.384, -0.982], [1.110, -2.866, -3.629], [4.360, -5.965, -1.577], [-1.414, -0.956, 0.298], [-1.083, -0.337, -1.791], [-0.309, -0.794, -0.840], [0.138, 0.331, -0.546], [0.658, 0.954, 1.828], [-0.434, 1.466, 0.101], [-0.938, 0.504, 0.449], [0.461, 0.681, 1.358], [-1.697, 2.610, 1.927], [-1.851, 0.188, 1.058], [-1.477, 2.125, 1.077], [-1.020, 0.710, 0.518], [-0.095, -0.035, -0.288], [0.969, 0.216, 0.581], [2.527, -1.638, -1.944], [-0.833, -1.250, 0.084]], "charge": 1, "de_lowest_kj_mol": 273.4, "lumo_energy_ha": -0.1055, "e_tot_ev": -10885.327, "multiplicity": 1}

---

{"formula": "C4H14N3O", "method": "ωB97M-V/def2-TZVPD", "species": ["C", "C", "C", "C", "N", "N", "N", "H", "H", "H", "H", "H", "H", "H", "H", "H", "H", "H", "H", "H", "H", "O"], "positions_angstrom": [[-1.898, -0.898, 0.230], [-1.074, -0.427, 1.414], [0.214, 0.255, 0.899], [1.250, -0.576, 0.628], [2.427, -0.104, 0.093], [0.275, 1.693, 0.578], [-1.221, -2.066, -0.383], [-2.149, -0.118, -0.502], [-2.864, -1.328, 0.494], [-0.959, -1.247, 2.105], [-1.552, 0.396, 1.996], [1.194, -1.623, 0.876], [2.872, 0.782, 0.210], [2.992, -0.805, -0.356], [-0.399, 2.258, 1.090], [-0.114, 1.685, -0.416], [1.229, 2.016, 0.483], [-1.841, -2.857, -0.368], [-0.675, -1.973, -1.224], [1.289, 2.122, -2.938], [0.096, 1.253, -2.673], [0.908, 1.561, -2.235]], "forces_ev_per_angstrom": [[-0.176, -1.363, -1.012], [-0.276, 3.222, -0.250], [0.334, -3.694, 1.499], [0.198, 3.070, 0.045], [0.302, -1.614, -0.407], [-1.909, -1.649, -2.627], [-0.070, 0.455, 0.725], [0.308, 0.119, 0.154], [-0.106, 0.498, 0.595], [0.684, -0.125, 0.090], [-0.454, -0.689, -0.222], [-0.208, -0.077, -0.258], [-0.174, 0.212, 0.152], [0.337, 0.206, 0.139], [0.584, 0.243, 0.644], [0.972, 0.681, 0.961], [-0.011, 0.568, 0.384], [0.224, -0.191, -0.492], [-0.343, 0.136, -0.048], [0.031, -0.203, 0.565], [0.299, -0.126, 0.131], [-0.544, 0.322, -0.769]], "charge": 1, "de_lowest_kj_mol": 267.4, "lumo_energy_ha": -0.1212, "e_tot_ev": -10885.390, "multiplicity": 1}

---

{"formula": "C4H14N3P", "method": "ωB97M-V/def2-TZVPD", "species": ["C", "C", "N", "C", "P", "C", "N", "N", "H", "H", "H", "H", "H", "H", "H", "H", "H", "H", "H", "H", "H", "H"], "positions_angstrom": [[2.551, 0.623, -0.463], [1.474, 0.647, 0.679], [0.339, -0.204, 0.277], [0.615, -1.589, 0.066], [-1.091, 0.586, -0.167], [-2.338, -0.875, 0.856], [-1.097, 2.120, 0.207], [-1.216, 0.485, -1.800], [3.090, 1.652, -0.316], [3.101, -0.190, -0.137], [2.094, 0.402, -1.408], [1.832, 0.332, 1.589], [1.134, 1.667, 0.714], [-0.231, -2.063, 0.458], [0.722, -2.015, -1.087], [1.541, -1.768, 0.509], [-3.351, -0.459, 1.298], [-2.643, -1.516, 0.056], [-1.682, -1.207, 1.605], [-1.409, 2.425, 1.209], [-1.683, -0.407, -2.074], [-1.753, 1.353, -2.069]], "forces_ev_per_angstrom": [[-0.580, 2.793, 2.467], [-1.175, 0.683, -4.175], [-0.242, 1.765, 0.042], [-0.632, 0.239, -3.758], [-0.269, -0.797, 4.074], [-1.748, 4.133, -1.705], [-1.252, -0.204, 1.927], [-1.683, 0.001, -1.101], [-0.518, -2.175, -0.994], [2.142, -1.447, -0.151], [-0.067, 0.489, -0.514], [1.065, -0.724, 2.169], [-0.443, 0.173, 0.512], [-0.655, -1.717, 0.760], [-0.213, 1.391, 2.370], [1.263, -0.985, 1.047], [2.305, -0.419, -0.839], [0.153, -1.036, -0.115], [0.609, -0.813, 0.830], [0.894, -1.099, -2.640], [0.457, 1.223, -0.164], [0.589, -1.475, -0.041]], "charge": 0, "de_lowest_kj_mol": 78.0, "lumo_energy_ha": 0.0296, "e_tot_ev": -18132.363, "smiles": "CCN(C)[P@@](C)(=N)N", "multiplicity": 1}

---

Gap between HOMO and LUMO values, unit Ha, following the record order: 0.33574 0.27476 0.38520 0.39144 0.34537 0.41921 0.32492 0.34081.